C8H10BN3O10S | ωB97M-V/def2-TZVPD

Geometry as XYZ:
```
33
Properties=species:S:1:pos:R:3
C -0.327 -1.383 2.881
S -0.423 -2.693 1.684
O -1.691 -2.634 1.053
O 0.032 -3.913 2.270
N 0.731 -2.293 0.488
C 0.673 -0.997 -0.256
C 2.180 -0.808 -0.529
N 2.838 -1.369 0.733
C 2.050 -2.527 0.736
N 2.514 -3.737 0.843
H 0.489 -0.686 2.710
H -1.290 -0.880 2.870
H -0.188 -1.879 3.840
H 0.236 -0.183 0.325
H 0.195 -1.140 -1.220
H 2.463 -1.508 -1.317
H 2.534 0.191 -0.752
H 2.424 -0.776 1.459
H 2.085 -4.497 0.334
H 3.316 -3.946 1.421
B -1.616 2.917 -1.526
O -0.129 3.031 -1.533
C 0.395 1.955 -2.061
O 1.568 1.709 -2.186
C -0.762 1.013 -2.474
O -0.622 -0.077 -2.967
O -1.888 1.592 -2.152
O -2.133 2.966 -0.158
C -2.996 3.978 -0.049
O -3.590 4.290 0.936
C -3.074 4.666 -1.435
O -3.743 5.609 -1.716
O -2.251 4.006 -2.253
```

Summary:
Highest occupied orbital energy (eV): -9.23
HOMO-LUMO gap (Eh): 0.2492
Lowest unoccupied orbital energy (eV): -2.451
Spin multiplicity: 1

C3H8NO4P | ωB97M-V/def2-TZVPD

Geometry as XYZ:
```
17
Properties=species:S:1:pos:R:3
C -1.786 1.370 -0.103
C -1.185 -1.748 -0.623
C 2.430 0.783 0.891
N 2.211 0.420 -0.311
O 3.088 0.311 -1.158
O 0.887 0.013 -0.711
O 0.598 -1.307 1.501
O -0.999 0.476 0.854
P -0.086 -0.752 0.342
H -1.274 1.184 -1.107
H -1.788 2.257 0.549
H -2.816 0.797 -0.214
H -2.151 -1.509 -0.354
H -1.020 -1.733 -1.661
H -1.083 -2.873 -0.473
H 3.445 1.190 1.168
H 1.528 1.119 1.411
```

Summary:
Highest occupied orbital energy (eV): -9.21
HOMO-LUMO gap (Eh): 0.3592
Lowest unoccupied orbital energy (eV): 0.565
Spin multiplicity: 1
ΔE to the lowest compared entry with this formula, charge and spin (kJ/mol): 385.5

C8H18O4Si | ωB97M-V/def2-TZVPD

Geometry as XYZ:
```
31
Properties=species:S:1:pos:R:3
O -1.061 1.829 0.677
O 0.828 2.510 -0.399
O -0.689 -3.061 0.338
O 0.785 -1.444 -1.256
C 0.134 1.760 0.501
C 0.086 3.604 -0.836
C -0.687 -3.987 -0.733
C 0.937 -0.282 -2.001
C 1.272 1.295 2.722
C 0.983 0.772 1.307
C -2.058 -0.863 -0.671
C 0.272 -0.601 1.431
Si -0.399 -1.490 -0.087
H 0.636 4.065 -1.655
H -0.029 4.335 -0.021
H -0.880 3.240 -1.199
H 0.037 -4.813 -0.529
H -0.452 -3.466 -1.655
H -1.679 -4.424 -0.782
H 0.393 0.562 -1.564
H 1.988 0.022 -2.004
H 0.622 -0.470 -3.033
H 0.329 1.309 3.286
H 2.004 0.651 3.234
H 1.658 2.310 2.621
H 1.913 0.635 0.754
H -2.223 0.194 -0.567
H -2.863 -1.364 -0.123
H -2.084 -1.087 -1.736
H -0.613 -0.418 2.020
H 0.840 -1.323 1.963
```

Summary:
Highest occupied orbital energy (eV): -9.55
HOMO-LUMO gap (Eh): 0.3798
Lowest unoccupied orbital energy (eV): 0.788
Spin multiplicity: 1

C5H8N2 | ωB97M-V/def2-TZVPD

Geometry as XYZ:
```
15
Properties=species:S:1:pos:R:3
N 2.063 -0.094 -0.631
C 0.893 -0.239 0.219
C 0.948 0.893 1.217
N 1.484 1.626 1.951
C -0.376 -0.431 -0.633
C -1.502 0.603 -0.604
C -1.641 -0.651 0.195
H 2.946 -0.178 -0.129
H 2.028 0.821 -1.061
H 1.107 -1.073 0.915
H -0.199 -0.954 -1.580
H -1.358 1.501 -0.021
H -2.154 0.769 -1.472
H -2.452 -1.330 -0.056
H -1.343 -0.574 1.222
```

Summary:
Highest occupied orbital energy (eV): -10.07
HOMO-LUMO gap (Eh): 0.4047
Lowest unoccupied orbital energy (eV): 0.942
Spin multiplicity: 1
ΔE to the lowest compared entry with this formula, charge and spin (kJ/mol): 175.2

C17H14N2O2OsS2 | ωB97M-V/def2-TZVPD

Geometry as XYZ:
```
38
Properties=species:S:1:pos:R:3
Os 1.083 0.902 -0.783
C 1.686 -0.165 3.383
C 1.683 -0.335 1.904
N 0.833 0.406 1.174
N -0.158 0.979 1.870
C -0.898 1.872 1.307
S -0.545 2.444 -0.326
S -2.251 2.612 2.090
C -2.566 1.561 3.568
C -3.745 0.716 3.198
C -5.043 1.240 3.300
C -6.134 0.447 3.012
C -5.945 -0.864 2.577
C -4.657 -1.400 2.503
C -3.561 -0.605 2.776
C 2.533 -1.325 1.325
C 3.363 -2.140 2.124
C 4.013 -3.240 1.609
C 3.842 -3.598 0.261
C 3.108 -2.797 -0.576
C 2.496 -1.610 -0.098
O 1.931 -0.813 -0.924
H 0.908 0.526 3.687
H 2.647 0.249 3.695
H 1.546 -1.116 3.891
H -2.786 2.244 4.386
H -1.674 0.978 3.776
H -5.186 2.259 3.627
H -7.133 0.840 3.114
H -6.792 -1.459 2.262
H -4.520 -2.436 2.233
H -2.563 -1.014 2.718
H 3.484 -1.909 3.171
H 4.643 -3.838 2.249
H 4.292 -4.501 -0.122
H 2.979 -3.027 -1.624
O 1.686 1.939 -3.610
C 1.402 1.559 -2.593
```

Summary:
Highest occupied orbital energy (spin up / spin down) (eV): -14.59 / -14.64
Charge: +2
HOMO-LUMO gap (spin up / spin down) (Eh): 0.2827 / 0.1549
Lowest unoccupied orbital energy (spin up / spin down) (eV): -6.892 / -10.423
Spin multiplicity: 5

C19H23N3O3S | ωB97M-V/def2-TZVPD

Geometry as XYZ:
```
49
Properties=species:S:1:pos:R:3
C -7.463 -1.547 -0.932
C -6.297 -0.850 -0.300
C -5.444 -0.067 -1.071
C -4.376 0.593 -0.498
C -4.129 0.486 0.867
C -4.973 -0.298 1.638
C -6.047 -0.955 1.061
H -6.698 -1.557 1.679
H -4.796 -0.393 2.700
C -2.940 1.186 1.469
N -1.688 0.684 0.928
C -1.037 1.385 -0.049
O -1.364 2.514 -0.362
N 0.002 0.732 -0.686
C 0.761 -0.364 -0.127
H 1.117 -0.978 -0.961
H 0.152 -0.988 0.526
C 1.974 0.164 0.648
N 2.778 0.967 -0.246
S 4.282 1.357 0.408
O 4.876 2.344 -0.442
O 4.175 1.631 1.814
C 5.121 -0.207 0.176
C 5.522 -0.953 1.266
C 6.159 -2.166 1.056
C 6.383 -2.612 -0.237
C 5.977 -1.852 -1.324
C 5.341 -0.639 -1.117
H 5.018 -0.016 -1.935
H 6.159 -2.204 -2.328
H 6.881 -3.556 -0.400
H 6.482 -2.760 1.898
H 5.335 -0.568 2.256
C 2.034 2.087 -0.794
H 1.684 2.756 0.005
C 0.828 1.546 -1.561
H 1.161 0.923 -2.395
H 0.218 2.371 -1.928
H 2.712 2.637 -1.445
H 1.640 0.755 1.513
H 2.594 -0.661 1.005
H -1.584 -0.317 0.963
H -2.966 2.254 1.233
H -2.927 1.056 2.555
H -3.723 1.205 -1.104
H -5.625 0.027 -2.132
H -7.153 -2.076 -1.831
H -8.222 -0.819 -1.220
H -7.914 -2.258 -0.243
```

Summary:
Highest occupied orbital energy (eV): -8.85
HOMO-LUMO gap (Eh): 0.3450
Lowest unoccupied orbital energy (eV): 0.536
Spin multiplicity: 1
ΔE to the lowest compared entry with this formula, charge and spin (kJ/mol): 170.9

C6H12O | ωB97M-V/def2-TZVPD

Geometry as XYZ:
```
19
Properties=species:S:1:pos:R:3
C -0.786 1.677 0.815
C -0.253 0.828 -0.332
C 1.252 0.541 -0.297
C 1.381 -0.769 -1.105
O 0.058 -1.174 -1.447
C -0.805 -0.605 -0.471
C -0.766 -1.454 0.799
H -0.250 2.631 0.871
H -1.850 1.909 0.687
H -0.664 1.173 1.780
H -0.492 1.332 -1.279
H 1.566 0.398 0.743
H 1.844 1.358 -0.717
H 1.876 -1.552 -0.511
H 1.939 -0.649 -2.038
H -1.808 -0.546 -0.894
H 0.231 -1.426 1.255
H -1.488 -1.114 1.546
H -0.979 -2.503 0.565
```

Summary:
Highest occupied orbital energy (eV): -9.59
HOMO-LUMO gap (Eh): 0.3923
Lowest unoccupied orbital energy (eV): 1.082
Spin multiplicity: 1
ΔE to the lowest compared entry with this formula, charge and spin (kJ/mol): 40.7